62
Properties=species:S:1:pos:R:3:forces:R:3 method="wB97M-V/def2-TZVPD" lumo_energy_ha=-0.014 e_above_lowest_ev=0.994 charge=0
Pb -0.0758 0.6805 0.0647 0.181 0.141 -0.763
C -2.4466 3.4132 -0.2505 -0.002 -0.258 -0.010
C -3.2325 2.1263 -0.5151 0.149 0.201 0.079
N -2.7616 1.0368 0.3386 0.038 -0.109 0.137
C -3.2640 1.0175 1.7205 -0.049 -0.190 -0.021
C -2.2821 0.3212 2.6767 0.144 -0.197 -0.108
S 0.7031 2.1538 2.1358 0.058 0.146 0.070
C -0.0509 3.7855 1.7701 0.077 -0.382 -0.013
C -0.1407 4.1137 0.2856 -0.040 0.090 0.086
N -1.0162 3.1877 -0.4377 -0.022 0.126 -0.038
H -2.6085 3.7361 0.7785 -0.001 0.025 0.013
H -2.8331 4.2055 -0.9039 -0.011 0.013 0.061
H -3.0582 1.8255 -1.5509 -0.080 -0.053 0.009
H -4.3057 2.3181 -0.3872 0.020 -0.002 -0.059
H -2.9848 0.1454 -0.0919 -0.001 0.058 -0.142
H -4.2394 0.5184 1.7653 0.001 0.062 0.000
H -3.4076 2.0428 2.0626 0.023 0.008 -0.003
H -2.7929 -0.0474 3.5648 -0.050 0.042 -0.027
H -1.4668 0.9865 2.9578 0.006 0.044 0.026
H 0.5731 4.5343 2.2570 -0.066 0.067 -0.002
H -1.0354 3.8122 2.2416 -0.011 0.161 -0.016
H 0.8588 4.0266 -0.1435 -0.013 0.042 -0.031
H -0.4753 5.1561 0.1653 0.035 -0.031 -0.025
H -0.7872 3.1879 -1.4263 -0.007 0.060 -0.001
C 3.2732 -0.0536 -0.0740 -0.077 0.074 -0.013
C 2.8050 -0.9742 1.0083 -0.078 -0.070 0.121
C 3.7509 -1.7922 1.6729 0.071 -0.072 0.119
C 3.3805 -2.4720 2.7895 0.019 0.085 -0.066
C 2.0487 -2.3811 3.2513 -0.169 0.137 -0.160
C 1.6405 -2.9825 4.4592 -0.057 -0.007 0.045
C 0.3464 -2.8769 4.8805 0.093 -0.067 0.086
C -0.5981 -2.2381 4.0624 0.025 0.067 -0.114
C -0.2376 -1.6535 2.8746 -0.209 0.020 -0.062
S -1.5202 -1.0878 1.7785 -0.016 0.096 0.279
C 1.1259 -1.6490 2.4574 0.229 -0.196 0.284
N 1.5399 -0.9465 1.3649 -0.024 -0.060 0.130
H 4.2495 -0.3544 -0.4495 -0.029 0.015 -0.035
H 3.3557 0.9549 0.3425 0.023 -0.009 -0.005
H 2.5710 -0.0006 -0.9035 -0.032 -0.054 -0.145
H 4.7645 -1.8371 1.2988 0.000 0.023 0.010
H 4.0886 -3.0736 3.3467 0.023 0.013 -0.019
H 2.3773 -3.5188 5.0448 -0.015 0.003 0.014
H 0.0321 -3.3157 5.8179 0.006 -0.010 -0.012
H -1.6383 -2.2246 4.3615 -0.013 -0.040 -0.028
C 1.8686 -2.3207 -3.3775 0.046 0.091 0.071
C 0.5735 -1.6836 -3.8696 -0.342 0.199 0.292
O 0.1211 -2.2542 -5.0928 0.141 -0.170 -0.105
P 0.7726 0.0880 -4.2649 0.345 0.707 0.134
O -0.4966 0.5100 -5.1203 -0.394 -0.379 0.125
O 1.9602 0.0536 -5.3332 -0.055 -0.036 -0.260
O 1.0694 1.0623 -3.1881 -0.156 -0.501 0.393
P -0.7686 -2.0485 -2.6178 -0.439 0.338 0.050
O -1.9650 -1.0199 -3.1939 0.088 -0.198 0.274
O -1.2087 -3.4248 -2.9465 -0.045 -0.340 -0.201
O -0.4538 -1.6584 -1.2082 0.256 0.130 -0.363
H 2.6995 -2.0919 -4.0442 -0.014 -0.015 0.003
H 1.7240 -3.4007 -3.3429 -0.008 -0.008 0.018
H 2.0891 -1.9751 -2.3664 0.100 0.016 -0.020
H -0.3810 -3.0487 -4.8426 -0.024 -0.004 0.099
H -1.2863 0.0366 -4.7833 0.186 0.149 -0.098
H 2.2142 0.9446 -5.6111 0.011 -0.130 0.099
H -2.7574 -1.5754 -3.2597 0.158 0.137 -0.163

=====

79
Properties=species:S:1:pos:R:3:forces:R:3 method="wB97M-V/def2-TZVPD" lumo_energy_ha=-0.102 charge=-1
C 7.2336 14.0502 15.6537 -0.688 0.226 0.099
C 6.1343 13.2331 14.9994 -0.492 -0.745 -0.882
O 5.5147 13.5694 14.0011 0.773 -0.233 1.659
N 5.8710 11.8664 15.6779 1.368 2.018 -2.662
H 6.7648 11.7148 16.1232 1.034 -1.266 0.018
H 5.3084 12.0432 16.4978 -1.412 -0.364 0.412
C 5.4132 10.7454 14.6708 -0.750 0.953 1.092
H 7.4773 14.9578 15.1016 -0.034 -0.231 -0.583
H 8.1394 13.4959 15.8992 -0.161 -0.247 0.038
H 6.7943 14.4394 16.5723 0.130 -0.385 0.399
H 5.5566 11.1779 13.6806 0.460 -0.707 0.119
H 4.3395 10.6426 14.8276 0.010 -0.205 0.003
H 5.9197 9.8243 14.9595 0.195 0.328 -0.510
C 7.5097 16.0550 11.8576 -0.683 0.521 -1.648
C 7.8313 17.4169 11.2200 4.676 -2.381 1.451
O 8.9630 17.6558 10.8152 -4.028 0.659 0.573
N 6.7667 18.4745 11.3106 0.032 -0.606 -0.421
H 6.4525 18.4730 10.3507 0.108 1.182 -0.941
H 5.9255 18.0890 11.7155 -0.069 -0.207 1.165
C 7.2458 19.7815 11.8744 -1.331 0.432 -1.326
H 6.4502 15.8062 11.7970 -0.145 0.042 0.270
H 7.8593 15.9245 12.8817 0.152 0.300 -0.041
H 8.0043 15.3504 11.1890 0.211 -0.226 0.372
H 8.0589 20.0448 11.1979 0.489 0.113 0.941
H 7.3410 19.7301 12.9590 0.706 -0.286 -0.345
H 6.4389 20.4837 11.6648 0.028 0.120 0.093
C 0.9635 15.0026 6.9357 -0.205 0.361 -0.558
N 1.0904 15.0857 8.3741 -0.494 -0.095 2.085
C 2.1001 14.4616 9.0088 0.262 0.001 1.171
C 2.2353 14.5300 10.4090 -0.820 1.112 -0.389
C 1.3072 15.3106 11.1738 1.924 -2.026 -0.720
C 0.2197 15.8431 10.5015 0.403 0.005 -0.825
C 0.1604 15.7348 9.1077 -0.220 0.438 0.897
C 1.5420 15.4600 12.6366 -0.785 0.711 1.927
C 2.7755 15.4328 13.3633 -0.273 0.294 -1.759
C 2.8633 15.8189 14.6627 -1.332 -0.689 0.919
N 1.7291 16.1088 15.3915 2.917 0.417 -1.531
C 0.5605 16.1550 14.7918 -0.716 -1.223 -1.192
C 0.4264 15.7826 13.4372 0.594 0.285 0.442
C 1.9255 16.4809 16.7848 -1.660 -1.040 0.593
H -0.0731 14.7826 6.6804 0.175 -0.211 -0.016
H 1.6408 14.2286 6.5748 -0.203 0.205 -0.137
H 1.2018 15.9924 6.5464 0.175 -0.189 -0.313
H 2.7822 13.9591 8.3389 0.166 -0.332 0.389
H 3.0646 14.0754 10.9305 0.025 -0.513 -0.279
H -0.5294 16.3795 11.0650 -0.166 0.134 -0.438
H -0.6240 16.2574 8.5803 -0.059 -0.264 -0.235
H 3.7383 15.2165 12.9244 -0.056 -0.384 -0.323
H 3.7920 15.7678 15.2116 0.009 -0.033 0.113
H -0.2986 16.3637 15.4122 -0.053 0.141 -0.029
H -0.5726 15.7637 13.0273 -0.011 0.007 0.094
H 1.5857 15.5931 17.3182 0.245 -0.019 0.473
H 1.1534 17.2348 16.9383 0.731 0.482 0.617
H 2.9667 16.6346 17.0686 -0.309 0.375 -0.311
B 2.1568 7.5373 15.2457 0.796 0.905 -0.389
F 2.6525 8.8216 15.5343 -0.503 1.339 0.372
F 1.3693 7.5380 14.0994 -1.338 0.126 0.229
F 3.2601 6.8315 14.9272 1.928 -2.062 -0.228
F 1.5814 7.0302 16.4126 -1.029 -0.325 0.323
B 6.9220 8.7510 11.7516 -0.320 -1.398 0.656
F 8.1188 8.1052 11.9775 1.539 -0.985 -0.493
F 7.1887 10.0708 11.6658 0.460 3.167 -0.811
F 6.2145 8.2674 10.6776 0.009 -0.298 -1.986
F 6.1306 8.5260 12.8193 -1.458 -0.151 2.399
B 4.4350 13.4451 17.9586 0.683 -1.114 1.283
F 4.0762 14.2182 16.8677 -0.320 1.955 -1.490
F 5.8021 13.5312 18.2262 0.325 0.576 -0.249
F 3.7267 13.7770 19.0682 -0.910 0.819 0.850
F 4.1651 12.1505 17.5784 -0.557 -1.215 0.051
B 9.0284 10.8460 16.9548 0.028 -2.648 0.391
F 10.1044 11.4359 16.4767 3.220 2.981 -1.177
F 8.2792 10.4708 15.8775 -1.996 -0.312 -1.764
F 9.4741 9.7130 17.5977 0.043 -1.243 1.236
F 8.2741 11.6172 17.7735 -1.285 1.733 1.275
B 1.7757 10.8715 11.6360 1.346 -4.430 2.298
F 0.9596 9.7475 11.5421 -1.168 0.070 -1.498
F 1.0174 11.9683 11.8864 -1.153 3.129 -0.640
F 2.4928 10.5634 12.7982 0.957 1.257 0.576
F 2.6881 10.9239 10.5897 -0.132 1.375 -1.222

=====

55
Properties=species:S:1:pos:R:3:forces:R:3 method="wB97M-V/def2-TZVPD" lumo_energy_ha=-0.341 e_above_lowest_ev=1.385 charge=+3
C 10.5696 6.1289 8.1558 -0.005 0.369 0.962
C 9.9479 5.3616 9.2897 -0.124 -0.690 -0.132
O 9.7300 4.1961 9.3861 0.244 1.611 0.143
N 9.3988 6.3024 10.4971 1.032 -0.350 -1.594
H 10.0349 6.1534 11.2847 0.267 0.424 -0.268
H 9.4471 7.2816 10.1276 -0.610 -0.518 0.468
C 8.1119 5.7824 10.9601 -0.987 0.873 0.954
H 11.2257 6.9587 8.5053 -0.096 -0.827 -0.048
H 9.7460 6.7227 7.7116 0.176 -0.531 -0.292
H 11.0843 5.3890 7.5283 -0.271 0.572 -0.036
H 7.8465 6.3268 11.8786 -0.210 -0.034 -0.534
H 8.2983 4.7853 11.2508 0.149 -1.213 0.255
H 7.3057 5.7698 10.2269 0.391 0.486 -0.100
C 7.1825 6.6810 4.5290 0.437 0.336 -0.269
C 5.7528 7.0831 4.6667 2.349 -1.107 0.159
O 4.9577 7.0093 3.8300 -2.464 0.151 -1.191
N 5.4351 7.6751 5.9919 0.420 1.853 1.879
H 6.1899 7.5847 6.7039 0.203 -1.042 0.095
H 5.7078 8.6782 5.8866 -0.985 -0.177 -0.381
C 4.0774 7.5329 6.6728 -0.784 0.463 0.350
H 7.3904 6.2906 3.5087 -0.346 0.193 0.852
H 7.4388 5.9657 5.3128 0.146 -0.002 -0.113
H 7.7811 7.5917 4.6831 0.125 -0.293 0.099
H 3.3123 7.1607 5.9550 0.832 0.226 0.344
H 3.7697 8.5776 6.9864 0.356 -1.459 -0.149
H 4.1412 6.8266 7.5631 0.157 1.055 -1.301
C 8.3486 17.0803 6.6057 -0.969 1.697 2.121
N 8.0046 18.5518 6.7471 0.679 -0.017 1.155
C 7.1829 18.9358 7.7235 -1.023 1.009 0.063
C 6.9413 20.2917 8.0091 -0.753 -0.474 -0.253
C 7.5938 21.2996 7.2761 -0.356 -2.277 0.915
C 8.4832 20.8112 6.2908 -0.729 2.025 0.497
C 8.7219 19.4999 6.0894 0.456 -2.220 0.047
C 7.3073 22.6875 7.6797 -1.486 1.940 -1.135
C 7.0936 23.0810 9.0102 0.775 -0.533 0.193
C 6.8801 24.4112 9.3304 -0.473 0.608 -1.185
N 6.6718 25.3175 8.3340 0.544 -0.735 0.715
C 6.7803 24.9515 7.0369 -0.941 1.407 1.339
C 7.0054 23.6834 6.6880 2.159 -2.582 -0.116
C 6.3988 26.7124 8.7023 -0.017 1.317 -1.860
H 7.7391 16.6656 5.8669 -0.991 -0.784 -1.024
H 8.2318 16.6346 7.6076 -0.068 0.020 -0.680
H 9.3462 17.0752 6.3369 2.023 -0.370 -0.619
H 6.6373 18.1812 8.2750 0.129 -0.146 -0.143
H 6.0855 20.5065 8.6939 1.163 -0.127 -0.373
H 8.9555 21.5269 5.6732 0.913 0.500 -0.471
H 9.5707 19.0499 5.5505 -0.675 0.826 -0.370
H 7.1922 22.3713 9.8336 0.151 0.238 -0.247
H 6.8738 24.8307 10.3327 -0.177 -0.361 -0.073
H 6.6279 25.7301 6.3302 -0.093 0.470 -0.499
H 7.1922 23.4954 5.6313 -0.369 -0.201 0.213
H 6.4445 27.3734 7.7858 0.011 -0.924 0.970
H 7.1340 27.0670 9.3833 0.684 0.132 0.595
H 5.4253 26.8485 9.1314 -0.553 -0.338 0.225
Br 8.1397 8.7327 8.1557 -0.415 -0.470 -0.155

=====

57
Properties=species:S:1:pos:R:3:forces:R:3 method="wB97M-V/def2-TZVPD" lumo_energy_ha=-0.018 e_above_lowest_ev=0.000 charge=0
C -4.9445 4.6478 2.2406 -0.114 -0.158 -0.025
C -4.5269 3.7330 1.0939 0.331 0.221 0.010
C -3.0823 3.9921 0.6305 -0.042 0.192 0.291
C -2.1052 2.9077 1.0788 -0.178 0.074 -0.322
N -2.5158 1.5808 0.6187 0.251 -0.071 0.221
C -1.7118 0.9593 -0.3651 -0.096 -0.006 -0.170
C -0.3663 0.5279 -0.0394 -0.180 0.257 0.432
C 0.2138 0.6492 1.3492 0.050 -0.076 -0.014
C -0.3363 -0.4327 2.3065 -0.160 0.280 -0.195
C -1.3162 0.1056 3.3583 0.173 -0.329 0.363
C -2.5086 -0.8076 3.6146 0.089 0.287 -0.167
O -3.5816 -0.3361 2.7935 0.031 -0.095 -0.114
C 0.3767 -0.0829 -0.9796 0.201 -0.230 -0.441
F 1.6127 -0.5210 -0.7109 0.245 -0.087 0.061
C -0.1154 -0.3222 -2.2828 -0.162 0.077 -0.079
N 0.5153 -0.9195 -3.2939 -0.024 -0.064 -0.029
S -0.5315 -0.9230 -4.5101 0.188 -0.040 -0.115
N -1.7810 -0.1866 -3.8513 -0.165 -0.010 0.007
C -1.4426 0.1022 -2.5917 0.206 -0.025 -0.091
C -2.2429 0.7550 -1.6133 -0.105 0.139 0.124
S -3.8509 1.3431 -2.0764 -0.026 0.032 -0.143
H -5.9454 4.3930 2.5900 -0.039 0.042 0.047
H -4.2668 4.5528 3.0903 0.057 0.022 0.032
H -4.9552 5.6914 1.9272 0.038 0.067 0.011
H -5.2052 3.8771 0.2548 -0.103 -0.125 -0.024
H -4.6037 2.6939 1.4113 -0.150 -0.101 -0.112
H -2.7369 4.9314 1.0755 0.030 0.084 -0.106
H -3.0225 4.1234 -0.4492 -0.032 -0.156 -0.080
H -2.0281 2.9351 2.1692 -0.019 -0.083 0.052
H -1.1149 3.1437 0.6794 0.065 0.026 0.068
H -2.7547 0.9367 1.3615 -0.136 0.052 0.003
H 0.0398 1.6397 1.7656 -0.054 0.024 -0.027
H 1.2908 0.5374 1.2511 0.029 0.050 0.086
H 0.4971 -0.9258 2.8034 0.007 -0.096 0.026
H -0.8351 -1.1903 1.6997 -0.020 -0.101 0.020
H -0.7898 0.2504 4.3033 0.057 0.096 -0.010
H -1.6997 1.0805 3.0631 -0.026 0.021 0.114
H -2.2495 -1.8310 3.3377 -0.026 -0.122 0.142
H -2.7994 -0.7756 4.6656 -0.102 -0.053 0.031
H -4.2002 -1.0510 2.6237 -0.056 -0.005 0.042
H -4.5545 0.3979 -1.4451 -0.043 -0.014 0.108
C 3.8786 -2.1134 -2.7290 0.069 0.014 -0.043
O 5.2796 -1.9968 -2.9301 -0.035 -0.105 0.008
C 6.0318 -2.0727 -1.7337 0.011 0.107 -0.094
C 6.6518 -3.4383 -1.5378 -0.008 -0.081 0.098
O 5.6728 -4.4445 -1.3381 -0.022 0.024 -0.030
C 5.3938 -5.2028 -2.4995 -0.004 0.002 0.017
H 3.4171 -2.2419 -3.7056 0.014 0.031 -0.019
H 3.6339 -2.9749 -2.1025 -0.012 0.011 0.009
H 3.4755 -1.2081 -2.2712 -0.032 0.005 0.037
H 5.4065 -1.8211 -0.8707 -0.007 -0.010 0.017
H 6.8328 -1.3289 -1.7983 0.003 -0.009 0.019
H 7.2865 -3.4163 -0.6464 0.002 0.012 -0.011
H 7.2836 -3.6851 -2.3971 0.007 0.003 -0.020
H 6.2257 -5.8765 -2.7340 0.005 0.017 -0.031
H 5.1977 -4.5614 -3.3619 0.006 -0.006 -0.009
H 4.5074 -5.8001 -2.2926 0.013 -0.012 0.027